[1]
Computed, not measured: a structure of composition C33H29CdF6N5O3PS5, with the ωB97M-V functional and the def2-TZVPD basis.

Last column: Mulliken charge in e.
Cartesian coordinates (Å):
Cd (0.554, -0.175, 0.262)  3.23
S (3.230, 1.631, 0.510)  -0.42
C (3.305, 0.641, -0.881)  -0.10
C (4.416, 0.652, -1.760)  -0.68
C (4.429, -0.139, -2.878)  -0.39
C (3.337, -0.962, -3.163)  -0.68
C (2.287, -0.944, -2.278)  -0.17
N (2.267, -0.184, -1.175)  0.11
H (5.242, 1.308, -1.522)  0.41
H (5.285, -0.115, -3.545)  0.33
H (3.295, -1.577, -4.050)  0.45
H (1.393, -1.533, -2.421)  0.06
S (-2.012, 0.169, 0.649)  -0.49
C (-2.492, 1.497, -0.295)  0.20
C (-3.889, 1.724, -0.420)  -1.03
C (-4.408, 2.775, -1.125)  0.56
C (-5.833, 2.943, -1.183)  -0.17
N (-6.977, 3.063, -1.209)  -0.60
C (-3.536, 3.692, -1.781)  0.68
C (-2.186, 3.496, -1.695)  -0.86
C (-1.607, 2.425, -0.960)  0.59
S (0.075, 2.329, -0.913)  -0.29
C (-4.063, 4.810, -2.509)  -0.27
N (-4.491, 5.719, -3.068)  -0.61
H (-4.559, 1.032, 0.072)  0.49
H (-1.511, 4.166, -2.209)  0.51
C (-2.632, -7.102, -0.148)  -1.54
C (-1.557, -6.154, 0.311)  1.22
C (-1.822, -5.184, 1.272)  -1.17
C (-0.853, -4.263, 1.645)  -0.19
C (0.396, -4.299, 1.051)  0.25
C (0.673, -5.247, 0.078)  -0.21
C (-0.295, -6.173, -0.277)  -0.88
S (1.698, -3.185, 1.553)  1.06
O (2.324, -3.833, 2.690)  -0.77
O (2.492, -2.990, 0.368)  -0.66
N (0.989, -1.819, 1.941)  -0.08
C (0.623, -1.514, 3.233)  -0.16
C (0.421, -2.392, 4.283)  -0.51
C (0.051, -1.943, 5.564)  -0.97
C (-0.126, -0.620, 5.848)  -0.95
C (0.065, 0.324, 4.813)  1.33
C (-0.078, 1.715, 5.009)  -0.79
C (0.136, 2.579, 3.975)  -1.06
C (0.479, 2.049, 2.716)  -0.27
N (0.603, 0.767, 2.506)  0.45
C (0.425, -0.113, 3.518)  -0.41
H (-3.109, -6.724, -1.056)  0.25
H (-3.409, -7.220, 0.607)  0.39
H (-2.226, -8.088, -0.378)  0.40
H (-2.805, -5.138, 1.727)  0.31
H (-1.083, -3.501, 2.381)  0.31
H (1.643, -5.239, -0.400)  0.48
H (-0.074, -6.910, -1.042)  0.29
H (0.592, -3.451, 4.133)  0.53
H (-0.089, -2.685, 6.343)  0.36
H (-0.404, -0.278, 6.838)  0.35
H (-0.355, 2.076, 5.993)  0.38
H (0.043, 3.650, 4.097)  0.39
H (0.658, 2.692, 1.862)  0.50
C (0.561, -4.143, -3.480)  -1.01
C (-0.715, -3.317, -3.416)  -0.35
S (-1.294, -3.135, -1.725)  0.83
O (-0.327, -2.246, -0.998)  -1.05
C (-2.782, -2.159, -2.069)  0.31
C (-3.815, -2.394, -0.976)  -1.25
H (0.775, -4.393, -4.521)  0.43
H (0.464, -5.071, -2.913)  0.17
H (1.419, -3.600, -3.086)  0.05
H (-1.534, -3.838, -3.918)  0.65
H (-0.604, -2.331, -3.862)  -0.11
H (-3.162, -2.453, -3.047)  0.60
H (-2.442, -1.128, -2.141)  -0.65
H (-4.142, -3.436, -0.965)  0.34
H (-4.688, -1.760, -1.142)  0.39
H (-3.410, -2.147, 0.005)  0.17
F (-1.050, 0.101, -3.106)  -0.72
P (-1.284, 0.619, -4.640)  1.55
F (-2.484, -0.484, -4.771)  -0.38
F (-0.227, -0.500, -5.191)  -0.41
F (-1.551, 1.099, -6.159)  -0.37
F (-0.082, 1.673, -4.486)  -0.39
F (-2.341, 1.714, -4.096)  -0.32

Results
LUMO (alpha / beta) = 3.801 / 2.284 eV
2S+1 = 2
Net charge = -2
Relative energy (zero: lowest compared OMol25 entry of this formula, charge and spin) = 0.0 kcal/mol
DFT total energy = -4874.05398 Eh


[2]
Computed, not measured: a structure of composition C33H29ClN2S2SbZr, with the ωB97M-V functional and the def2-TZVPD basis.

Last column: Mulliken charge in e.
Cartesian coordinates (Å):
Zr (0.772, -0.580, 0.486)  0.29
S (2.128, 0.563, 2.170)  -0.29
C (1.981, -1.092, 2.770)  0.48
N (1.043, -1.857, 2.203)  -0.29
C (1.081, -3.167, 2.691)  0.16
C (0.251, -4.223, 2.325)  -0.25
C (0.433, -5.435, 2.963)  -0.89
C (1.412, -5.600, 3.946)  -0.56
C (2.246, -4.560, 4.321)  -0.65
C (2.068, -3.344, 3.671)  0.74
S (2.944, -1.852, 3.921)  -0.07
H (-0.524, -4.098, 1.578)  0.37
H (-0.203, -6.271, 2.706)  0.45
H (1.525, -6.559, 4.433)  0.44
H (2.999, -4.689, 5.085)  0.45
Cl (0.391, -3.440, -4.398)  -0.12
C (1.221, -3.344, -2.910)  -0.41
C (2.216, -4.253, -2.574)  -0.18
C (2.859, -4.115, -1.353)  -0.90
C (2.496, -3.098, -0.496)  -0.22
N (1.538, -2.210, -0.822)  0.42
C (0.919, -2.332, -2.019)  0.19
H (2.483, -5.045, -3.263)  0.50
H (3.645, -4.797, -1.061)  0.48
H (2.988, -2.984, 0.462)  0.55
H (0.164, -1.601, -2.285)  0.17
C (2.011, 0.919, -1.543)  0.99
C (1.795, 2.400, -1.780)  -0.05
C (2.641, 3.111, -2.621)  -0.59
C (2.434, 4.461, -2.856)  -0.73
C (1.369, 5.128, -2.257)  -0.72
C (0.509, 4.442, -1.415)  -0.64
C (0.735, 3.088, -1.184)  0.13
Sb (-0.548, 1.977, 0.034)  2.27
C (-1.637, 3.289, 1.260)  0.54
C (-0.842, 4.303, 1.800)  -0.93
C (-1.421, 5.224, 2.659)  -0.78
C (-2.771, 5.109, 2.964)  -0.72
C (-3.535, 4.090, 2.421)  -0.55
C (-2.991, 3.141, 1.555)  0.89
C (-3.858, 2.036, 1.014)  -1.33
C (-1.474, 0.641, -1.351)  1.39
C (-1.524, 0.985, -2.706)  -1.15
C (-2.035, 0.087, -3.627)  -0.77
C (-2.482, -1.164, -3.208)  -0.83
C (-2.403, -1.523, -1.875)  -0.76
C (-1.883, -0.630, -0.926)  0.98
C (-1.800, -1.101, 0.496)  -2.82
H (2.732, 0.485, -2.238)  0.64
H (1.070, 0.383, -1.719)  -1.25
H (2.465, 0.756, -0.528)  0.26
H (3.476, 2.611, -3.097)  0.47
H (3.109, 4.994, -3.511)  0.44
H (1.203, 6.181, -2.445)  0.48
H (-0.321, 4.958, -0.949)  0.53
H (0.208, 4.393, 1.544)  0.49
H (-0.825, 6.024, 3.077)  0.46
H (-3.234, 5.825, 3.629)  0.43
H (-4.588, 4.023, 2.664)  0.46
H (-3.884, 1.184, 1.699)  0.32
H (-3.518, 1.698, 0.034)  0.07
H (-4.884, 2.380, 0.902)  0.51
H (-1.195, 1.965, -3.031)  0.60
H (-2.108, 0.368, -4.670)  0.50
H (-2.903, -1.856, -3.924)  0.56
H (-2.758, -2.499, -1.561)  0.56
H (-2.687, -1.646, 0.830)  0.70
H (-1.655, -0.321, 1.262)  0.37
H (-1.071, -1.940, 0.625)  0.73

Results
LUMO = -10.255 eV
Net charge = +3
Relative energy (zero: lowest compared OMol25 entry of this formula, charge and spin) = 0.0 kcal/mol
DFT total energy = -2927.37385 Eh


[3]
Computed, not measured: a structure of composition C33H29F3N5O3P2ReSe2, with the ωB97M-V functional and the def2-TZVPD basis.

Last column: Mulliken charge in e.
Cartesian coordinates (Å):
Re (-0.268, 0.948, -0.032)  1.53
N (-1.360, 3.844, 2.292)  -0.35
N (-1.485, 4.873, 1.377)  -0.38
C (-1.194, 4.749, 0.072)  0.69
N (-1.508, 5.772, -0.718)  -0.38
N (-0.658, 3.606, -0.378)  -0.23
N (-0.424, 3.433, -1.667)  0.83
O (-0.130, 2.252, -1.954)  -0.45
O (-0.480, 4.305, -2.518)  -0.83
H (-2.264, 3.593, 2.669)  0.28
H (-0.711, 4.101, 3.022)  0.31
H (-1.898, 5.745, 1.668)  0.16
H (-1.982, 6.586, -0.368)  0.15
H (-1.230, 5.729, -1.685)  0.21
O (1.584, 2.699, 1.300)  -0.58
C (1.066, 1.634, 1.520)  -0.57
C (1.456, 0.734, 2.630)  0.99
C (2.561, 1.009, 3.433)  -0.70
C (2.913, 0.115, 4.429)  -0.65
C (2.168, -1.041, 4.633)  -0.79
C (1.063, -1.315, 3.839)  -0.49
C (0.717, -0.425, 2.835)  -0.04
P (-0.739, -0.601, 1.766)  1.55
C (-2.104, -0.184, 2.893)  0.68
C (-3.389, -0.684, 2.693)  -0.42
C (-4.412, -0.321, 3.554)  -0.96
C (-4.166, 0.549, 4.605)  -0.57
C (-2.892, 1.064, 4.796)  -0.79
C (-1.861, 0.699, 3.945)  -0.70
C (-0.769, -2.384, 1.452)  0.37
C (0.173, -2.883, 0.552)  -0.47
C (0.317, -4.247, 0.377)  -0.78
C (-0.479, -5.125, 1.101)  -0.66
C (-1.406, -4.634, 2.008)  -0.82
C (-1.553, -3.267, 2.191)  -0.23
H (3.132, 1.912, 3.261)  0.55
H (3.779, 0.314, 5.047)  0.43
H (2.446, -1.731, 5.419)  0.45
H (0.480, -2.214, 3.996)  0.57
H (-3.595, -1.336, 1.856)  0.63
H (-5.407, -0.717, 3.401)  0.44
H (-4.967, 0.828, 5.277)  0.43
H (-2.699, 1.744, 5.616)  0.46
H (-0.865, 1.093, 4.104)  0.40
H (0.810, -2.195, 0.010)  0.17
H (1.053, -4.623, -0.322)  0.52
H (-0.367, -6.193, 0.969)  0.41
H (-2.014, -5.318, 2.584)  0.44
H (-2.266, -2.899, 2.916)  0.54
Se (2.074, 0.387, -0.957)  -0.17
P (1.013, -0.577, -2.640)  -0.24
Se (-1.062, -0.932, -2.094)  -0.38
C (1.129, 0.424, -4.153)  1.19
C (2.275, 1.163, -4.423)  -0.27
C (2.380, 1.844, -5.625)  -0.81
C (1.345, 1.789, -6.547)  -0.49
C (0.196, 1.065, -6.266)  -0.73
C (0.082, 0.379, -5.066)  -0.40
C (1.955, -2.092, -2.993)  1.21
C (1.321, -3.324, -3.087)  -0.46
C (2.079, -4.463, -3.323)  -0.61
C (3.456, -4.371, -3.453)  -0.51
C (4.085, -3.135, -3.371)  -0.73
C (3.337, -1.994, -3.138)  -0.44
H (3.072, 1.226, -3.692)  0.33
H (3.272, 2.417, -5.843)  0.43
H (1.429, 2.319, -7.486)  0.41
H (-0.619, 1.030, -6.978)  0.43
H (-0.815, -0.179, -4.839)  0.41
H (0.245, -3.387, -2.973)  0.40
H (1.592, -5.426, -3.402)  0.45
H (4.045, -5.264, -3.611)  0.41
H (5.158, -3.058, -3.483)  0.42
H (3.830, -1.033, -3.061)  0.27
F (-3.143, 0.204, 0.026)  -0.19
C (-2.350, 1.317, 0.019)  0.12
F (-2.763, 2.008, -1.086)  -0.26
F (-2.795, 2.068, 1.076)  -0.15

Results
LUMO (alpha / beta) = -2.659 / -4.014 eV
2S+1 = 4
Net charge = +1
DFT total energy = -7637.61653 Eh